(1)
30
Properties=species:S:1:pos:R:3 method="wB97M-V/def2-TZVPD" homo_ev=-12.7 fmax_ev_per_a=5.977 e_tot_ha=-484.29831 orbital_gap_ha=0.2935 charge=+1 de_lowest_kcal_mol=98.7
C -0.7996 4.4533 -0.9336
C -0.5604 3.9491 0.5215
C -0.0165 2.5772 0.3326
C 1.3198 2.3670 0.5357
C 1.2325 0.9255 0.1668
C 2.0525 -0.1817 0.0078
C 1.5501 -1.4598 -0.1085
N 0.3132 -1.8831 0.0336
C -0.0323 -3.2734 -0.2487
C -1.3968 -3.1267 -1.0148
C -0.1586 -3.8414 1.1526
C -0.2534 1.0471 0.0642
H -1.5995 3.7553 -1.5155
H 0.1017 4.4648 -1.4329
H -1.0753 5.4158 -0.8451
H -1.4866 4.2123 0.9887
H 0.2156 4.4301 1.0418
H 2.2145 2.8631 0.8411
H 3.0302 0.0790 -0.0048
H 2.3529 -2.1234 -0.3066
H -0.4266 -1.3520 0.4464
H 0.6053 -3.9031 -0.7733
H -1.1919 -2.3208 -1.7495
H -1.5788 -4.0837 -1.5153
H -2.1047 -2.9538 -0.3496
H 0.7006 -3.4112 1.8049
H -0.3055 -4.9780 1.1293
H -0.9562 -3.2961 1.7203
H -0.9048 0.7754 0.9550
H -0.8414 0.8729 -0.9441

(2)
39
Properties=species:S:1:pos:R:3 method="wB97M-V/def2-TZVPD" spin_multiplicity=2 homo_ev="-15.8 / -15.9" fmax_ev_per_a=0.879 s_squared=0.754 e_tot_ha=-1469.32938 orbital_gap_ha="0.2719 / 0.2792" charge=+2 de_lowest_kcal_mol=0.0
Tc -0.3155 -0.1708 -0.1494
C 1.5330 -2.8964 -1.7432
C 0.1725 -2.3792 -2.1796
C -0.2305 -2.8460 -3.5630
O 0.2235 -0.8989 -2.1548
C -0.8769 -2.7862 -1.1502
O -1.3596 -3.8431 -1.0002
O -1.2197 -1.7239 -0.2508
H 2.2763 -2.6302 -2.4929
H 1.4883 -3.9815 -1.6597
H 1.8337 -2.4851 -0.7798
H 0.5417 -2.5823 -4.2849
H -1.1900 -2.4219 -3.8702
H -0.3428 -3.9290 -3.5540
H -0.2987 -0.5878 -2.9089
C -1.5353 0.8532 5.2568
N -0.6854 0.4639 4.1146
C 0.5461 -0.0116 4.2856
C 1.3811 -0.3980 3.2460
C 0.8173 -0.2482 2.0074
O 1.3163 -0.5382 0.7820
N -0.4252 0.2244 1.8098
C -1.2722 0.6200 2.8334
O -2.3720 1.0545 2.6689
H -0.9576 0.7479 6.1692
H -2.4120 0.2113 5.2859
H -1.8576 1.8823 5.1263
H 0.8803 -0.0883 5.3126
H 2.3730 -0.7870 3.4059
C 1.5640 3.0020 -2.2215
S -0.0680 2.3048 -2.2867
C -1.0837 3.7521 -2.1383
O -0.2272 1.6526 -0.8610
H 1.7040 3.5744 -3.1400
H 2.2739 2.1773 -2.1923
H 1.6514 3.6386 -1.3427
H -0.9574 4.3205 -3.0616
H -0.7715 4.3297 -1.2701
H -2.1176 3.4241 -2.0485

(3)
38
Properties=species:S:1:pos:R:3 method="wB97M-V/def2-TZVPD" homo_ev=-3.1 fmax_ev_per_a=3.604 e_tot_ha=-1691.53439 orbital_gap_ha=0.2005 charge=-1 de_lowest_kcal_mol=0.7
C -4.9456 -0.4242 2.9882
C -4.2290 -1.4873 2.1738
O -3.0003 -0.8066 1.7782
C -2.1013 -1.5080 1.0600
S -2.4703 -2.8973 0.2706
S -0.4592 -0.9154 1.2621
C 0.2688 -0.1779 -0.2144
C -0.6838 0.8868 -0.7908
O -0.7949 1.9678 -0.2126
N -1.4340 0.6030 -1.8887
C -1.0874 -0.3126 -2.9642
C -2.5670 1.4668 -2.1744
C 1.5565 0.4815 0.2809
C 1.5944 1.4862 1.3647
N 2.6100 0.0715 -0.3475
N 3.7278 0.6996 -0.1310
C 4.7957 -0.1859 -0.1695
O 4.7199 -1.4001 -0.3105
O 5.9483 0.5096 -0.0161
C 7.0447 -0.1482 -0.6558
H -5.9411 -0.7785 3.2722
H -4.3912 -0.1953 3.9122
H -5.0377 0.4915 2.3925
H -4.0092 -2.3692 2.7958
H -4.8242 -1.7908 1.2969
H 0.4876 -1.0050 -0.8899
H -0.0677 -0.6783 -2.8488
H -1.7765 -1.1672 -2.9952
H -1.1559 0.2169 -3.9238
H -2.6502 2.2234 -1.3890
H -2.4180 1.9543 -3.1465
H -3.4798 0.8575 -2.2281
H 0.8880 2.2956 1.1610
H 1.3216 1.0472 2.3436
H 2.6100 1.9078 1.4220
H 7.6773 0.6624 -1.0110
H 7.5915 -0.8122 0.0160
H 6.6823 -0.7694 -1.4828

(4)
37
Properties=species:S:1:pos:R:3 method="wB97M-V/def2-TZVPD" homo_ev=-8.4 fmax_ev_per_a=4.170 e_tot_ha=-1272.90732 orbital_gap_ha=0.3346 de_lowest_kcal_mol=18.4
C -1.2236 -0.1638 5.9559
S -1.7843 1.0169 4.6632
C -1.2978 0.2343 3.0832
C -2.3025 0.4431 1.9865
C -2.1440 -0.6107 0.9103
N -0.8698 -0.7127 0.3286
C -0.3083 0.2489 -0.4246
O -0.6585 1.4393 -0.3646
C 0.9657 -0.1719 -1.1945
N 0.8878 -1.5641 -1.6027
C 1.2196 0.8203 -2.3221
C 2.6092 0.6752 -3.0538
C 3.3636 1.6393 -3.5547
N 4.5192 0.9834 -4.0203
C 4.2934 -0.3215 -3.8784
N 3.1538 -0.5809 -3.2807
C -3.2853 -0.6023 -0.1292
O -3.1823 -0.8731 -1.3043
O -4.4064 -0.4398 0.5470
H -1.5527 -1.2149 5.7698
H -0.1849 -0.0382 6.0982
H -1.7109 0.2366 6.8486
H -1.1988 -0.9134 3.2631
H -0.3230 0.5653 2.7053
H -3.3275 0.5448 2.3683
H -2.0467 1.3464 1.4657
H -2.3727 -1.6306 1.3391
H -0.4430 -1.6394 0.1355
H 1.7396 -0.1407 -0.4519
H 0.1077 -1.7227 -2.2606
H 1.7389 -1.9902 -2.0762
H 0.4575 0.6115 -3.1239
H 1.1144 1.8997 -1.9880
H 3.3423 2.7578 -3.5301
H 5.3091 1.4798 -4.4907
H 4.9414 -1.0584 -4.3450
H -5.1403 -0.5534 -0.0718

(5)
39
Properties=species:S:1:pos:R:3 method="wB97M-V/def2-TZVPD" homo_ev=-3.8 fmax_ev_per_a=0.227 e_tot_ha=-1843.65705 orbital_gap_ha=0.2313 charge=-1
Tl -1.3023 2.0284 -0.9892
C 2.0341 -0.2588 -0.2578
C 1.9611 0.0890 -1.7415
N 0.6162 0.0724 -2.2948
C -0.0047 -1.2183 -2.4913
C -0.5002 -1.8473 -1.2021
C -0.2633 -3.1890 -0.9155
C -0.6877 -3.6899 0.3029
C -1.2886 -2.8333 1.2094
C -1.4920 -1.5072 0.8382
C -2.1134 -0.5134 1.7991
N -1.4307 0.7628 1.8538
C -0.1812 0.8220 2.5947
C 0.9815 0.1133 1.9059
N 1.1466 0.5397 0.5438
N -1.1491 -1.0527 -0.3598
H 1.7660 -1.3117 -0.1065
H 3.0960 -0.1780 0.0364
H 2.3329 1.1059 -1.8836
H 2.6367 -0.5997 -2.2773
H 0.5906 0.6196 -3.1432
H -0.8655 -1.0747 -3.1502
H 0.6622 -1.9469 -2.9835
H 0.2645 -3.8134 -1.6254
H -0.5165 -4.7285 0.5593
H -1.5785 -3.1751 2.1952
H -3.1356 -0.3206 1.4621
H -2.1841 -1.0018 2.7859
H -2.0587 1.4822 2.1812
H 0.0679 1.8807 2.6973
H -0.2768 0.4027 3.6111
H 1.8735 0.2678 2.5397
H 0.8053 -0.9693 1.9042
H 1.2860 1.5429 0.4356
O -1.2673 4.6070 -0.1239
S -0.3197 4.8341 -1.2382
O 0.1578 6.1979 -1.3306
O -0.9203 4.3164 -2.4895
S 1.2574 3.5445 -0.8523

(6)
38
Properties=species:S:1:pos:R:3 method="wB97M-V/def2-TZVPD" homo_ev=-9.4 fmax_ev_per_a=3.516 e_tot_ha=-1348.06568 orbital_gap_ha=0.3579 de_lowest_kcal_mol=0.0
C 0.1701 2.1273 -3.1227
O 1.4762 2.3045 -2.5822
C 1.5549 2.2082 -1.1283
C 0.5212 2.9996 -0.3030
N 0.3250 4.3057 -0.4258
O -0.6604 4.8417 0.4679
S -0.4296 1.9861 0.7707
C 0.4185 0.5635 0.2463
N 0.2950 -0.6619 0.5983
C -0.6454 -0.9301 1.5706
O -0.3562 -0.5319 2.6963
C -1.8571 -1.8271 1.2867
C -2.4646 -1.4950 -0.0829
C -2.9379 -1.7799 2.3610
C -1.3333 -3.2744 1.1882
N 1.3755 0.8127 -0.7228
C 2.2861 -0.2275 -1.3192
C 3.4088 -0.7298 -0.4006
N 3.2489 -1.1622 0.8616
O 4.5768 -0.6398 -0.7557
H -0.4085 3.0280 -3.0009
H -0.3896 1.3572 -2.6391
H 0.2514 1.9087 -4.1712
H 2.5579 2.5319 -0.7797
H -0.7762 5.7849 0.3658
H -3.3256 -2.1650 -0.2915
H -1.7044 -1.6107 -0.8607
H -2.8332 -0.4538 -0.0631
H -3.4440 -0.7618 2.4782
H -3.7568 -2.4419 2.0996
H -2.4924 -2.0683 3.2985
H -0.5099 -3.3070 0.4443
H -2.1393 -3.9913 0.9305
H -0.9211 -3.5931 2.1596
H 1.7285 -1.1153 -1.6703
H 2.7308 0.1900 -2.2231
H 2.3562 -1.0034 1.2900
H 4.1036 -1.1786 1.4286

(7)
31
Properties=species:S:1:pos:R:3 method="wB97M-V/def2-TZVPD" homo_ev=-13.2 fmax_ev_per_a=4.007 e_tot_ha=-559.61902 orbital_gap_ha=0.3336 charge=+1 de_lowest_kcal_mol=40.4
C -0.5775 -4.2200 0.6078
C 0.7890 -3.7814 0.2284
C -1.5636 -3.2716 0.7411
C 1.0499 -2.4246 0.2070
C -1.2582 -1.9128 0.7727
C 0.0302 -1.4785 0.3935
C 2.2734 3.6940 1.3250
C 0.2076 2.0794 -0.9779
C -0.7520 0.1760 -2.0041
C -1.7399 1.1432 0.0376
C 0.4524 -0.0941 0.1012
N -0.4691 0.7848 -0.6640
O 1.5868 0.3505 0.1898
H -0.9446 -5.1900 0.4557
H 1.4639 -4.6376 0.0739
H -2.5563 -3.5445 1.1882
H 2.0612 -2.0937 -0.0827
H -1.9966 -1.2152 1.0575
H 2.6044 3.8605 0.3210
H 2.5956 4.6307 1.9196
H 1.2505 3.3554 1.5954
H -0.4565 2.8087 -1.5366
H 0.2999 2.6029 -0.0429
H 1.1624 1.9837 -1.4977
H 0.2445 -0.3251 -2.2461
H -1.4591 -0.7285 -1.8899
H -1.0892 0.8757 -2.7971
H -2.1717 2.1520 -0.1902
H -2.4906 0.2926 -0.0992
H -1.5392 1.1793 1.0867
H 2.9923 2.9480 1.7262

(8)
32
Properties=species:S:1:pos:R:3 method="wB97M-V/def2-TZVPD" homo_ev=-4.1 fmax_ev_per_a=4.346 e_tot_ha=-635.14349 orbital_gap_ha=0.2720 charge=-1 de_lowest_kcal_mol=18.8
C -1.1105 -0.3367 2.5611
C -0.0927 0.0549 1.7807
C -0.0721 0.3265 0.2494
C 1.1672 -0.8083 -0.3297
C 1.0373 -1.9456 0.5420
C 2.6365 -0.2318 -0.3375
C 0.7228 -1.2188 -1.8492
C 0.3720 1.8179 0.0577
C -0.9646 2.4095 -0.1109
C -1.6871 1.3759 -0.9311
N -1.2931 0.1187 -0.4512
C -2.4594 -0.8459 -0.3186
O -2.1188 -1.9439 0.1229
O -3.4938 -0.3947 -0.8102
H -0.9679 -0.3611 3.7176
H -2.0075 -0.7195 2.0250
H 0.9036 0.3562 2.1394
H 1.5215 -1.5900 1.5712
H 1.8016 -2.5906 0.2125
H -0.0037 -2.3495 0.5224
H 3.3214 -0.9109 -0.8977
H 2.6240 0.7770 -0.7675
H 3.0640 -0.0116 0.6507
H 1.0386 -0.3884 -2.5303
H -0.3271 -1.2652 -1.9153
H 1.0341 -2.1617 -2.2490
H 0.9414 1.7970 -0.8847
H 0.8860 2.3248 0.8189
H -1.3907 2.3589 0.8790
H -0.9699 3.4346 -0.6497
H -2.6952 1.4406 -0.8021
H -1.4178 1.4819 -2.0156

(9)
32
Properties=species:S:1:pos:R:3 method="wB97M-V/def2-TZVPD" homo_ev=-8.9 fmax_ev_per_a=0.695 e_tot_ha=-978.62095 orbital_gap_ha=0.3470 de_lowest_kcal_mol=0.0
C -0.3704 -3.3813 -0.1196
C -0.0927 -3.0997 1.3451
S 0.6542 -1.4587 1.6273
C -0.8274 -0.3671 1.4936
C -1.5775 -0.3477 2.8165
C -0.3871 1.0398 1.0961
C 0.4353 1.1139 -0.1954
C 0.8944 2.5506 -0.4350
C 1.6680 2.7317 -1.7190
O 2.1938 3.7666 -2.0306
C 1.7046 1.5012 -2.6015
C 0.3158 0.9202 -2.7271
O -0.2118 0.7182 -3.7892
C -0.3576 0.6271 -1.4068
H -1.1332 -2.7123 -0.5135
H 0.5373 -3.2591 -0.7063
H -0.7257 -4.4031 -0.2374
H -0.9989 -3.1639 1.9468
H 0.6422 -3.8012 1.7386
H -1.4561 -0.8024 0.7148
H -0.9429 0.0582 3.6009
H -2.4706 0.2693 2.7338
H -1.8822 -1.3505 3.1079
H 0.2130 1.4513 1.9109
H -1.2825 1.6596 0.9945
H 1.3147 0.4762 -0.0613
H 0.0291 3.2191 -0.4867
H 1.5141 2.9067 0.3910
H 2.1140 1.7464 -3.5823
H 2.3437 0.7616 -2.1136
H -1.3514 1.0835 -1.4297
H -0.5062 -0.4542 -1.3626

(10)
32
Properties=species:S:1:pos:R:3 method="wB97M-V/def2-TZVPD" homo_ev=-9.4 fmax_ev_per_a=3.874 e_tot_ha=-655.58413 orbital_gap_ha=0.3514 de_lowest_kcal_mol=13.5
C 2.9286 1.9770 1.2116
O 1.5586 1.7266 1.6036
C 1.0527 0.3428 1.4351
C 0.8825 -0.0103 -0.1024
C 0.0373 -1.2220 -0.3743
C -0.4905 -1.3155 -1.8145
C -1.2237 -0.3798 -2.5715
C -1.5331 1.0012 -2.0589
C -1.6245 -0.7683 -3.9337
O -1.3243 -1.8228 -4.4299
C -1.1931 -1.2912 0.4913
C -0.8291 -1.1481 2.0309
C -0.1592 0.1643 2.2933
O 0.1448 0.4248 3.6734
H 3.2003 1.3586 0.3593
H 3.0265 3.0246 0.8532
H 3.6523 1.8160 2.0094
H 1.8564 -0.3163 1.8161
H 1.8540 -0.2011 -0.4235
H 0.4611 0.8907 -0.6159
H 0.6328 -2.1162 -0.1026
H -0.2870 -2.2768 -2.3163
H -1.4977 0.9952 -0.9640
H -2.5637 1.3589 -2.3401
H -0.8735 1.7102 -2.4730
H -2.2032 0.0038 -4.4436
H -1.8135 -2.2431 0.3131
H -1.8412 -0.5279 0.1872
H -0.0298 -1.8350 2.2702
H -1.7532 -1.3369 2.5787
H -0.9071 0.9441 2.0779
H 0.8595 1.0727 3.7598

(11)
31
Properties=species:S:1:pos:R:3 method="wB97M-V/def2-TZVPD" homo_ev="-7.9 / -7.1" fmax_ev_per_a=4.897 e_tot_ha=-1226.11032 orbital_gap_ha="0.2958 / 0.2395" de_lowest_kcal_mol=0.0
C -1.9736 -0.7041 0.0179
C -1.1403 -0.1768 -1.0333
C -1.4310 -0.5044 1.3163
C 0.0354 0.2836 -0.4869
C 2.9596 -0.5832 -1.4817
C -3.0071 0.1525 3.0901
C -1.1769 -1.2870 3.7657
C 1.1546 0.5893 -3.6551
C 2.8518 0.9008 -1.9090
C -2.0687 -1.0402 2.5622
C 1.5496 1.3678 -2.4939
S 0.0813 0.2990 1.1866
S 0.8727 2.9892 -2.1812
H -2.8603 -1.1062 -0.4021
H -1.2915 -0.3479 -2.0802
H 2.8543 -1.3465 -2.2746
H 2.1620 -0.8923 -0.7788
H 3.9140 -0.6757 -0.8745
H -3.5712 -0.2929 3.9309
H -3.5857 0.3449 2.2329
H -2.5272 1.0031 3.5406
H -0.6891 -0.2634 4.0362
H -0.2225 -1.8420 3.4421
H -1.6917 -1.7053 4.5885
H 0.3770 0.9658 -4.1801
H 2.0272 0.6106 -4.2887
H 0.8109 -0.4562 -3.3520
H 3.1251 1.4267 -1.0148
H 3.7226 1.1206 -2.6388
H -2.6563 -1.9367 2.4251
H 1.3952 3.1068 -1.0094

(12)
38
Properties=species:S:1:pos:R:3 method="wB97M-V/def2-TZVPD" homo_ev=-8.2 fmax_ev_per_a=3.284 e_tot_ha=-3594.90266 orbital_gap_ha=0.2983
Li 0.6698 1.1170 0.0046
N -1.1457 0.9163 0.9313
C -2.2295 1.9199 1.1698
C -1.7493 3.1736 1.8990
C -0.6342 3.9992 1.2361
N 0.6643 3.2994 1.1633
H -1.6042 0.1249 0.4620
H -0.8192 0.5531 1.8178
H -3.1004 1.4398 1.7145
H -2.6385 2.1295 0.1587
H -1.4347 2.8882 2.9369
H -2.6577 3.8206 2.0296
H -0.6121 4.9374 1.7908
H -0.9183 4.2022 0.2066
H 0.9105 2.9516 2.1038
H 1.4037 3.9912 0.9438
C 0.7472 -2.6433 1.8142
Te 2.3266 -1.1794 2.0185
C 1.8213 -0.6110 4.0704
H 1.2825 -3.6340 1.6792
H 0.1681 -2.3781 0.9281
H 0.1556 -2.6734 2.7429
H 1.4902 0.4348 4.0267
H 2.7608 -0.7472 4.6353
H 1.0586 -1.2520 4.5240
Br 0.5167 -3.7988 -6.6576
C 0.1812 -2.9448 -5.0098
C -1.1080 -3.2174 -4.4404
N -1.4798 -2.7126 -3.2293
C -0.6113 -1.8819 -2.6545
C 0.7621 -1.6428 -3.0732
C 1.1283 -2.1736 -4.3149
C 1.5755 -0.6457 -2.2799
O 2.8223 -0.4963 -2.5055
O 0.9169 0.0594 -1.4231
H -1.7581 -3.9451 -4.8967
H -0.9660 -1.3584 -1.7836
H 2.1049 -2.0223 -4.7393